37
Properties=species:S:1:pos:R:3:mulliken_charge:R:1 method="wB97M-V/def2-TZVPD" max_force_ev_per_a=7.87 gap_ev=8.502 multiplicity=1 de_lowest_ev=0.310 charge=0
H 2.76 1.18 -1.80 -0.082
Sn -0.59 -0.50 0.75 1.142
N -2.52 -0.40 0.14 -0.455
C 0.82 -0.35 -3.30 0.011
N -6.89 -0.99 1.29 -0.520
H 2.02 3.49 -0.95 0.467
B 1.87 0.72 -1.16 0.028
H -1.34 2.61 1.66 0.440
N 2.35 -0.27 -0.03 0.159
H -2.09 -0.94 2.70 0.362
C -0.49 2.58 0.99 -0.138
N 0.87 -0.09 -1.99 0.151
H -1.17 0.67 3.13 0.211
N 1.35 -0.85 0.82 0.035
N -0.17 -0.74 -1.36 -0.205
H 1.50 -2.32 2.38 0.403
H 4.21 -2.23 1.74 0.391
C -5.90 -0.80 0.69 0.424
C 1.20 3.08 -0.39 -0.007
H -0.62 -2.28 0.99 -0.214
N -4.92 -0.59 -0.13 -0.610
H -1.79 -1.96 -2.06 0.488
C -3.67 -0.50 0.14 0.487
H 1.60 0.04 -3.92 0.459
C 2.04 -1.73 1.62 -0.006
H 4.36 -0.38 -0.35 0.474
H 0.17 4.67 0.65 0.413
C 3.41 -1.67 1.28 -1.154
H -0.43 -1.09 3.34 0.249
C 0.25 3.63 0.45 -1.116
C -0.89 -1.39 -2.29 -0.240
C -1.07 -0.39 2.68 -1.290
C 3.55 -0.76 0.25 -0.045
N 0.05 1.44 0.50 -0.020
N 1.04 1.77 -0.41 0.033
C -0.29 -1.15 -3.53 -1.128
H -0.58 -1.52 -4.49 0.402

***

26
Properties=species:S:1:pos:R:3:mulliken_charge:R:1 method="wB97M-V/def2-TZVPD" max_force_ev_per_a=2.98 gap_ev="8.524 / 4.429" multiplicity=9 s2=20.0147 charge=0
C 1.24 1.16 0.72 -0.827
H 0.82 2.20 0.65 0.380
H 4.75 -0.35 -1.19 0.312
H 2.80 1.19 -3.19 0.313
H -1.04 -1.59 2.16 0.250
Pd 2.61 0.91 -0.72 0.350
H -0.16 -2.87 1.28 0.406
F -3.56 -1.11 1.63 -0.208
O -3.60 2.24 -0.12 -0.550
H 0.71 -1.46 1.98 0.265
C 3.98 -0.53 -0.43 -0.915
H 1.29 0.20 -2.84 0.353
Ho -0.44 -0.53 -0.45 1.104
H 4.34 -0.42 0.60 0.284
O -2.62 0.10 -1.01 -0.666
S -2.92 1.00 0.16 1.278
F -5.29 -0.23 0.56 -0.204
F -4.46 0.79 2.33 -0.203
Cl -0.77 -2.63 -1.75 -0.481
O -1.67 1.00 0.95 -0.651
C -0.21 -1.79 1.47 -1.159
H 3.43 -1.47 -0.59 0.294
C 1.89 1.09 -2.58 -1.044
C -4.15 0.06 1.23 0.616
H 1.29 2.02 -2.57 0.322
H 1.75 1.01 1.72 0.382

***

234
Properties=species:S:1:pos:R:3:mulliken_charge:R:1 method="wB97M-V/def2-TZVPD" max_force_ev_per_a=4.30 gap_ev=7.905 multiplicity=1 charge=0
C -17.53 -18.59 15.15 1.992
H -16.78 -19.67 24.66 0.515
H -10.30 -18.58 20.92 0.348
H -23.62 -9.08 22.19 0.441
H -10.24 -15.57 18.96 0.462
O -14.80 -7.22 23.65 -0.620
C -13.56 -18.84 17.81 -0.437
H -13.35 -7.27 17.90 0.383
C -19.32 -21.84 18.07 0.475
H -19.66 -20.77 20.01 0.356
C -17.30 -17.15 22.17 1.277
O -21.44 -10.83 10.56 -0.347
H -17.58 -11.03 15.58 -0.040
H -17.82 -9.54 17.59 -0.104
O -12.03 -20.22 18.75 -0.639
C -16.91 -20.50 16.14 -0.282
C -16.37 -18.09 14.29 -1.269
H -19.52 -16.63 16.22 0.248
O -13.99 -16.89 22.81 -0.105
C -14.96 -8.21 22.89 -0.020
O -17.01 -9.35 13.13 -0.498
O -26.58 -10.08 16.95 -0.416
O -19.85 -10.96 12.07 -0.497
C -23.68 -13.92 13.87 -1.083
H -17.99 -22.03 21.26 0.465
O -17.75 -19.57 22.28 -0.532
C -18.32 -12.53 18.58 -0.381
H -23.29 -18.50 18.98 0.625
C -22.56 -18.04 18.38 -1.164
C -19.84 -15.41 12.61 0.240
C -12.05 -12.71 18.80 0.068
H -19.26 -19.94 15.20 0.103
C -20.33 -7.78 17.82 -0.773
H -18.53 -11.76 14.36 -0.531
H -22.59 -13.56 10.72 0.129
H -20.32 -5.70 18.41 0.497
C -18.20 -22.31 20.21 -0.223
C -19.10 -21.56 19.53 -0.251
H -13.39 -13.13 23.90 0.537
C -15.53 -6.98 17.44 -0.068
H -23.22 -11.57 9.89 0.389
H -22.02 -10.26 8.04 0.332
C -20.73 -8.77 16.78 1.193
O -19.36 -7.29 21.91 -0.656
H -15.61 -13.52 22.78 0.737
H -24.25 -14.47 13.11 0.451
H -15.45 -10.86 26.92 0.402
H -25.27 -9.05 18.99 0.443
C -18.08 -23.98 18.19 -0.471
H -17.47 -14.03 10.55 0.479
C -17.71 -23.57 19.62 0.328
C -16.90 -9.03 17.59 0.671
O -16.99 -15.23 25.16 -0.608
C -18.26 -14.68 10.83 -0.405
O -17.99 -13.87 13.09 -0.524
C -22.50 -13.60 20.53 -0.636
C -10.92 -18.54 21.85 -1.681
O -23.88 -12.81 22.33 -0.587
H -17.00 -7.75 22.13 0.550
C -21.52 -5.99 16.70 -0.108
C -23.65 -14.38 15.12 -0.541
C -13.90 -9.20 22.73 -0.670
O -15.81 -11.07 17.75 -0.078
H -14.01 -14.71 16.84 0.591
H -18.33 -15.66 8.94 0.357
C -14.35 -11.92 25.46 0.113
H -17.68 -17.05 21.17 -0.155
C -14.24 -20.37 19.63 -0.903
H -15.20 -11.96 14.38 0.284
H -18.55 -19.81 13.56 0.460
C -23.00 -12.59 13.60 0.546
H -16.73 -17.24 13.72 0.118
C -20.60 -11.48 11.29 -0.062
H -26.85 -8.08 17.05 0.460
H -21.62 -11.91 16.72 -0.265
C -21.73 -13.16 10.18 -0.436
O -16.80 -17.93 18.95 -0.516
H -23.03 -9.36 20.50 0.128
C -15.55 -12.99 23.69 0.355
C -13.18 -19.87 18.75 -0.462
C -18.64 -14.58 12.28 0.257
C -17.37 -13.44 19.24 -0.435
H -17.66 -7.14 16.97 0.627
C -15.74 -9.85 17.81 0.390
H -12.99 -9.07 23.30 0.413
H -16.23 -20.18 20.32 0.339
H -18.70 -14.24 15.59 -0.127
C -20.05 -8.30 21.85 0.201
H -21.01 -11.71 7.83 0.365
O -15.58 -11.76 20.92 -0.484
O -17.01 -19.21 16.40 0.972
C -18.72 -15.59 9.98 -0.724
H -11.10 -19.59 22.19 0.374
C -17.00 -16.24 24.48 0.119
C -26.01 -8.74 16.97 0.234
C -16.82 -17.63 25.04 -0.585
H -22.22 -6.44 14.68 0.519
H -20.92 -17.19 12.14 0.508
C -16.18 -8.46 22.12 -0.899
C -18.21 -8.88 13.54 0.186
O -21.68 -17.27 15.00 -0.600
C -16.72 -11.67 25.41 -0.602
C -20.29 -17.06 16.84 0.653
C -15.45 -19.81 19.63 0.072
O -16.68 -15.62 16.48 -0.624
C -21.42 -14.38 20.22 0.640
C -15.81 -18.59 18.83 0.459
O -19.88 -21.00 17.43 -0.506
C -17.93 -10.88 14.62 0.801
C -22.20 -11.76 9.68 0.191
C -20.95 -14.78 22.67 -0.470
H -19.20 -17.06 18.61 0.175
H -17.37 -9.84 20.99 0.175
O -23.23 -11.95 12.62 -0.668
C -21.83 -6.89 15.60 -0.598
H -23.48 -10.72 21.45 0.175
C -13.25 -15.95 22.20 0.340
C -22.92 -13.40 21.96 -0.077
H -15.53 -17.79 14.90 0.023
C -16.81 -7.74 17.23 -0.410
H -17.71 -11.29 25.76 0.385
H -19.65 -8.09 18.64 0.911
O -23.07 -13.95 17.43 -0.726
C -14.35 -7.77 17.82 -0.527
H -15.06 -17.51 17.06 0.337
C -22.66 -17.90 17.04 -0.449
H -17.06 -11.37 12.75 0.123
C -20.12 -17.24 18.13 0.412
O -18.71 -11.50 19.08 0.154
O -26.20 -11.99 15.89 -0.563
O -19.87 -17.67 9.86 -0.591
O -21.24 -8.56 22.39 -0.387
O -17.47 -20.89 14.99 -0.423
C -22.10 -12.00 14.65 0.789
C -22.20 -12.38 15.95 0.898
H -17.45 -15.14 22.70 1.073
O -13.29 -11.58 25.98 -0.638
C -22.06 -14.10 22.99 -0.764
C -16.90 -14.50 18.63 0.434
H -16.06 -18.90 13.60 0.528
O -25.04 -10.07 15.38 -0.124
C -16.84 -10.73 13.59 0.657
H -20.36 -15.25 13.55 0.423
C -16.78 -12.31 24.12 0.665
C -11.08 -14.95 18.64 -0.511
C -14.36 -12.73 24.23 -0.684
C -21.22 -17.80 19.02 0.590
H -12.82 -18.50 17.04 0.371
C -18.32 -19.77 14.61 -0.311
C -12.24 -17.93 21.64 1.578
C -13.26 -18.15 22.74 -0.345
O -20.69 -12.83 11.11 0.473
O -20.68 -9.97 17.03 -0.583
C -20.65 -14.97 21.30 -0.378
H -23.05 -13.13 19.74 0.815
H -14.01 -18.98 22.59 0.213
C -11.07 -13.78 19.25 -0.540
H -21.12 -14.54 19.16 0.581
C -12.08 -15.29 17.53 0.253
C -24.94 -8.59 18.08 -0.894
O -18.65 -7.86 13.12 -0.604
C -20.53 -10.37 21.13 0.581
H -24.49 -8.18 15.50 -0.106
C -21.68 -9.85 22.05 0.749
C -14.75 -18.24 17.80 0.601
C -20.66 -6.50 17.75 -0.775
C -18.80 -12.89 17.21 -0.055
H -18.14 -17.79 15.50 -1.335
C -16.39 -9.68 21.50 0.807
H -14.69 -10.88 13.20 0.492
H -16.66 -17.60 26.14 0.384
H -10.48 -13.53 20.18 0.335
O -21.00 -17.98 20.18 -0.696
H -13.29 -11.05 22.08 0.733
O -15.41 -5.79 17.29 -0.583
C -15.37 -10.65 21.42 0.354
C -21.57 -17.41 16.22 -0.034
H -21.35 -13.79 9.38 0.498
C -21.39 -8.15 15.56 -0.286
C -14.11 -10.35 22.05 -0.519
H -13.99 -12.40 17.82 0.432
C -15.37 -10.95 13.99 -1.449
O -19.49 -9.39 21.25 0.489
O -22.07 -4.88 16.68 -0.615
C -13.21 -13.12 17.93 0.207
H -21.74 -10.36 23.01 0.189
C -15.58 -11.49 26.02 -0.545
H -19.11 -23.39 16.44 0.333
H -20.28 -15.29 23.36 0.532
H -23.62 -18.11 16.50 0.443
H -12.58 -18.23 20.66 -0.717
C -18.35 -13.99 16.63 0.876
C -17.24 -16.12 23.04 -0.573
H -15.18 -10.31 14.86 0.232
O -16.36 -21.28 16.89 -0.549
H -26.13 -8.43 14.76 0.278
C -14.45 -9.12 18.04 -0.677
H -16.25 -15.28 19.14 0.053
C -18.86 -23.16 17.50 -0.418
H -17.66 -24.92 17.89 0.467
H -24.04 -9.19 17.81 -0.209
H -22.49 -13.97 24.01 0.425
C -21.96 -11.38 8.19 -1.544
O -17.74 -12.04 23.37 -0.541
C -13.18 -14.29 17.34 -0.018
O -11.96 -16.26 16.77 -0.647
C -17.23 -18.56 22.75 0.099
H -13.60 -9.78 18.26 0.418
H -21.60 -11.08 14.32 0.012
H -10.34 -18.02 22.62 0.409
H -20.80 -10.31 20.10 -0.416
H -17.19 -13.26 20.25 0.054
C -25.97 -10.82 16.05 0.694
O -19.67 -15.66 21.04 -0.202
O -18.69 -9.67 14.58 0.636
H -20.11 -11.36 21.27 -0.261
H -12.77 -18.31 23.72 0.271
C -19.66 -16.63 10.46 0.323
C -25.41 -8.72 15.56 -0.178
H -21.34 -8.76 14.65 0.116
C -16.82 -18.68 24.26 -0.890
H -24.19 -15.26 15.45 0.530
C -20.25 -16.41 11.79 -0.505
C -17.26 -14.83 17.20 -0.073
H -14.01 -21.06 20.47 0.528
H -24.62 -7.59 18.18 0.466
H -22.78 -11.79 7.57 0.390
O -12.14 -16.49 21.63 -0.369
H -19.51 -12.21 16.76 0.182
O -17.05 -24.33 20.29 -0.583
C -23.04 -9.69 21.50 -1.057
O -11.86 -11.52 19.04 -0.600
O -13.60 -14.80 22.17 -0.460
C -22.96 -13.61 16.26 0.343

***

Calculated calculated total energy (eV), listed in the same order as above: -32587.9809; -72288.2178; -197275.9199